No. 1
{
  "formula": "C4H13N2O",
  "method": "ωB97M-V/def2-TZVPD",
  "charge": 1,
  "e_above_lowest_ev": 2.115,
  "e_homo_ev": -15.013,
  "largest_force_ha_per_bohr": 0.095,
  "symbols": ["C", "C", "C", "N", "C", "N", "H", "H", "H", "H", "H", "H", "H", "H", "H", "H", "H", "H", "H", "O"],
  "positions_angstrom": [[0.65151, 2.44433, 1.74512], [0.89874, 1.76561, 0.22692], [-0.17360, 0.87100, -0.33877], [-0.43137, -2.19010, 0.02111], [-0.76390, -1.19844, 0.93405], [-0.79890, 0.09473, 0.80903], [0.69530, 1.66826, 2.42390], [1.35208, 3.30283, 1.88920], [-0.38617, 2.88551, 1.85249], [1.89734, 1.26888, 0.22182], [0.98177, 2.67181, -0.30424], [0.12905, 0.05513, -1.03367], [-0.92135, 1.46465, -0.83741], [-0.09869, -3.00517, 0.42108], [-0.62747, -2.14231, -0.93530], [-1.29432, -1.62411, 1.88564], [-1.31659, 0.62419, 1.44715], [1.30017, -1.72587, -2.67722], [0.36236, -1.26536, -3.64617], [0.35773, -1.60073, -2.74027]],
  "forces_ev_per_angstrom": [[-1.144, 0.930, -3.293], [1.069, 0.745, 2.704], [-0.291, -1.399, 0.693], [-0.608, 3.981, 2.766], [-1.979, -2.390, 0.596], [1.069, -1.127, -2.802], [0.652, -1.246, 1.886], [-0.355, -1.154, 0.009], [0.980, -0.407, -0.465], [-0.767, 0.351, 0.169], [0.155, 0.666, -1.436], [0.274, 1.002, 0.278], [-0.606, 0.003, 0.019], [0.260, -2.004, 0.644], [0.335, 0.437, -1.818], [1.606, 0.935, -1.412], [-0.634, 0.694, 1.459], [0.758, -0.431, 0.709], [-0.845, 0.054, -0.117], [0.072, 0.359, -0.591]]
}

***

No. 2
{
  "formula": "C5H7F",
  "method": "ωB97M-V/def2-TZVPD",
  "charge": 0,
  "e_above_lowest_ev": 1.608,
  "e_homo_ev": -10.270,
  "largest_force_ha_per_bohr": 0.048,
  "smiles": "C#CCCCF",
  "symbols": ["C", "C", "C", "C", "C", "F", "H", "H", "H", "H", "H", "H", "H"],
  "positions_angstrom": [[1.44915, -0.84604, -1.81176], [1.15913, -1.11819, -0.70024], [0.69528, -1.10806, 0.66035], [-0.60485, -0.37582, 0.65212], [-0.53053, 1.08866, 0.07333], [-1.58448, 1.75339, 0.68063], [1.91934, -0.66242, -2.74968], [1.38514, -0.49841, 1.17358], [0.63775, -2.07212, 1.04900], [-1.38941, -0.91200, 0.12628], [-0.98378, -0.23701, 1.63610], [-0.69694, 1.18939, -0.99845], [0.37917, 1.56875, 0.39465]],
  "forces_ev_per_angstrom": [[1.165, 0.171, -2.156], [-0.152, -0.248, 0.904], [-0.328, 0.973, -1.373], [-1.021, 1.391, -0.942], [-0.587, -1.510, 0.653], [-0.378, 0.543, 0.129], [-0.290, -0.019, -0.071], [1.046, 0.397, 1.148], [-0.118, -1.569, 0.950], [0.029, -0.188, -0.251], [-0.167, 0.094, 1.050], [0.314, -0.269, 0.023], [0.487, 0.236, -0.065]]
}

***

No. 3
{
  "formula": "C15H26N6O7Zn",
  "method": "ωB97M-V/def2-TZVPD",
  "charge": 0,
  "e_above_lowest_ev": 0.000,
  "e_homo_ev": -5.295,
  "largest_force_ha_per_bohr": 0.072,
  "symbols": ["O", "H", "Zn", "N", "N", "N", "N", "O", "O", "O", "O", "C", "C", "C", "C", "C", "H", "H", "H", "C", "H", "H", "H", "C", "C", "H", "H", "H", "H", "H", "H", "H", "H", "C", "H", "H", "H", "O", "H", "H", "N", "C", "O", "C", "C", "C", "N", "C", "C", "H", "H", "H", "H", "H", "H"],
  "positions_angstrom": [[-1.07483, -0.83877, -4.40057], [-0.74813, -1.60383, -4.90709], [0.34417, 0.35083, -0.64664], [1.30051, -1.43236, -1.40473], [-1.13220, -1.68493, -0.91456], [0.45056, 2.48815, -0.70373], [-1.41043, 1.17172, 0.23944], [2.54233, -1.21083, -1.49360], [1.20259, 3.03987, -1.59292], [-2.31676, 0.40470, 0.89736], [-2.27576, -1.82435, -0.31452], [-0.53214, -2.85046, -1.27153], [0.82266, -2.68566, -1.65842], [-0.38475, 3.24327, 0.01885], [-1.43327, 2.46361, 0.60759], [1.64463, -3.77127, -2.25149], [1.38267, -3.87431, -3.31611], [1.44445, -4.73820, -1.77400], [2.71235, -3.55053, -2.16652], [-1.24766, -4.15404, -1.18042], [-2.26117, -4.04078, -1.58595], [-1.34707, -4.49412, -0.13521], [-0.72484, -4.93739, -1.74020], [-0.28590, 4.72103, 0.18258], [-2.43444, 3.02627, 1.56973], [0.37911, 5.16190, -0.56204], [0.07481, 5.01059, 1.17834], [-1.27575, 5.18306, 0.08429], [-3.15551, 2.24100, 1.82358], [-2.97680, 3.88167, 1.13551], [-1.94283, 3.35680, 2.49976], [1.06379, 1.64565, -2.61451], [-2.31050, -0.47820, 0.34655], [-2.43214, -0.45256, -4.39620], [-3.07098, -1.26132, -4.79448], [-2.62553, 0.57577, -4.84070], [-2.62279, -0.27150, -3.33760], [0.36626, 0.92737, -2.62592], [-0.42083, -0.47810, -3.70868], [-0.41271, 1.52704, -2.64769], [3.02907, 0.80368, 5.52670], [2.31977, -0.31516, 5.14923], [2.17993, -1.27994, 5.87515], [1.80651, -0.22674, 3.75976], [2.38655, 0.68365, 2.87074], [1.89156, 0.73510, 1.57615], [0.89963, -0.07793, 1.19358], [0.32790, -0.96628, 2.02580], [0.79200, -1.09379, 3.33115], [3.29339, 0.88100, 6.49647], [2.86336, 1.68130, 5.05626], [3.19826, 1.36234, 3.12609], [2.29014, 1.43371, 0.83089], [-0.49043, -1.56185, 1.61949], [0.33723, -1.84587, 3.96498]],
  "forces_ev_per_angstrom": [[2.575, -0.249, -0.320], [-0.236, 0.220, 0.283], [-0.904, -1.640, -0.384], [-0.719, -2.545, 0.131], [1.711, -2.538, -1.183], [-1.026, 1.816, 1.187], [-1.425, 2.985, 1.116], [1.609, 0.638, -0.699], [0.955, 0.299, -0.424], [0.033, -0.437, -0.244], [-1.888, 0.551, 0.807], [-2.172, 2.977, 0.535], [1.576, 2.689, 0.061], [1.722, -0.861, -0.950], [-0.008, -3.040, -0.208], [0.240, -0.145, -0.005], [0.223, -0.169, 0.052], [0.086, 0.158, -0.092], [-0.208, 0.079, -0.041], [-0.088, -0.185, 0.142], [0.110, -0.036, 0.231], [-0.069, 0.145, -0.292], [-0.080, 0.164, 0.107], [-0.294, 0.394, -0.317], [-0.199, -0.272, 0.130], [-0.050, -0.172, 0.051], [0.031, -0.228, -0.107], [0.155, 0.008, -0.069], [0.179, 0.292, -0.042], [0.297, -0.232, 0.138], [-0.122, -0.020, -0.342], [0.366, 0.210, 0.391], [-0.537, -0.550, 0.248], [-2.196, 1.712, 0.961], [0.545, 0.576, 0.192], [0.687, -1.576, -0.252], [-0.474, -0.549, 0.067], [-1.428, -0.042, -2.221], [-0.292, 0.008, -0.004], [0.435, -0.412, 0.140], [-0.169, 0.096, 0.266], [0.480, 0.235, 0.918], [-0.077, 0.265, -0.400], [-0.087, -0.371, -0.608], [-0.407, 0.056, -0.428], [-0.022, -0.460, 0.530], [0.302, 0.148, 0.651], [0.753, 0.433, -0.008], [-0.022, 0.388, -0.438], [-0.046, -0.197, -0.031], [0.027, -0.246, 0.125], [-0.175, -0.366, 0.064], [-0.144, -0.360, 0.310], [0.223, 0.133, 0.054], [0.245, 0.225, 0.221]]
}

***

No. 4
{
  "formula": "C2O2S",
  "method": "ωB97M-V/def2-TZVPD",
  "charge": 0,
  "e_above_lowest_ev": 1.333,
  "e_homo_ev": -10.158,
  "largest_force_ha_per_bohr": 0.055,
  "symbols": ["C", "C", "O", "O", "S"],
  "positions_angstrom": [[0.24599, 1.09433, -0.01369], [0.00438, -0.81869, 0.38612], [-0.02357, 1.88626, -0.77724], [0.37027, -1.08145, 1.45556], [-0.59707, -1.08045, -1.05075]],
  "forces_ev_per_angstrom": [[0.143, 2.735, -0.720], [0.009, -2.533, 1.061], [0.304, -0.169, 0.610], [-0.028, 0.547, -0.213], [-0.428, -0.580, -0.738]]
}